The following is a quantum chemistry calculation of an isolated ion of composition C6H11N4 and charge +1 in a non-equilibrium geometry, from the Open Molecules 2025 dataset.

Each atom is followed by the atoms it is bonded to, with distances in Å.
CARTESIAN COORDINATES (ANGSTROEM)
1 C -3.084 0.304 -0.213  C4 1.449, N7 1.137
2 C 1.231 0.355 -0.533  C3 1.575, N9 1.304, N10 1.352
3 C 0.493 -0.488 0.575  C2 1.575, N8 1.428, H11 1.155, H12 1.099
4 C -1.698 0.328 0.206  C1 1.449, C5 1.514, N8 1.285
5 C -1.240 1.630 0.830  C4 1.514, H13 1.158, H14 1.151, H15 1.113
6 C -1.255 -1.913 -0.436  N8 1.457, H16 1.196, H17 1.041, H18 1.040
7 N -4.100 0.216 -0.717  C1 1.137
8 N -0.875 -0.659 0.203  C3 1.428, C4 1.285, C6 1.457
9 N 0.403 0.701 -1.479  C2 1.304, H19 1.027
10 N 2.575 0.436 -0.419  C2 1.352, H20 1.003, H21 1.010
11 H 0.921 -1.561 0.568  C3 1.155
12 H 0.636 0.134 1.469  C3 1.099
13 H -2.034 2.339 1.284  C5 1.158
14 H -0.714 2.217 -0.009  C5 1.151
15 H -0.254 1.495 1.327  C5 1.113
16 H -1.629 -2.586 0.479  C6 1.196
17 H -2.116 -1.770 -1.004  C6 1.041
18 H -0.410 -2.262 -0.931  C6 1.040
19 H 0.765 1.157 -2.325  N9 1.027
20 H 3.016 0.181 0.444  N10 1.003
21 H 3.142 0.798 -1.172  N10 1.010

Calculated values
Orbital gap = 8.61 eV
Net charge = +1
Max |F| = 4.748 eV/Å
SMILES string = [H]/N=C(\N)C/[N+](C)=C(\C)C#N


The following is a quantum chemistry calculation of one molecule with the formula C8H11BN2O2 in a non-equilibrium geometry, from the Open Molecules 2025 dataset.

Each atom is followed by the atoms it is bonded to, with distances in Å.
CARTESIAN COORDINATES (ANGSTROEM)
1 B -0.686 -0.202 -0.101  C4 1.528, O12 1.382, O13 1.384
2 C -3.168 -0.879 0.650  C3 1.437, C4 1.398, H14 1.138
3 C -4.411 -0.191 0.435  C2 1.437, N10 1.304, H15 1.095
4 C -2.214 -0.196 -0.111  B1 1.528, C2 1.398, N11 1.388
5 C 1.398 -1.051 -0.318  C6 1.352, C7 1.555, O12 1.375
6 C 2.338 -2.003 -0.519  C5 1.352, H16 1.094, H17 1.074
7 C 1.475 0.457 0.052  C5 1.555, C8 1.599, C9 1.614, O13 1.375
8 C 2.120 0.690 1.497  C7 1.599, H18 1.090, H19 1.131, H20 1.127
9 C 2.208 1.170 -1.197  C7 1.614, H21 1.132, H22 1.088, H23 1.086
10 N -4.281 0.713 -0.495  C3 1.304, N11 1.328
11 N -2.982 0.753 -0.771  C4 1.388, N10 1.328, H24 1.014
12 O 0.059 -1.357 -0.249  B1 1.382, C5 1.375
13 O 0.166 0.878 0.043  B1 1.384, C7 1.375
14 H -3.082 -1.657 1.477  C2 1.138
15 H -5.270 -0.443 1.065  C3 1.095
16 H 2.032 -2.971 -0.926  C6 1.094
17 H 3.368 -1.811 -0.284  C6 1.074
18 H 1.619 1.594 1.845  C8 1.090
19 H 3.190 1.051 1.543  C8 1.131
20 H 1.756 -0.164 2.136  C8 1.127
21 H 1.904 2.256 -1.109  C9 1.132
22 H 1.855 0.877 -2.183  C9 1.088
23 H 3.275 1.016 -1.063  C9 1.086
24 H -2.669 1.471 -1.415  N11 1.014

Calculated values
Orbital gap = 9.52 eV
Net charge = 0
Max |F| = 3.934 eV/Å
SMILES string = C=C1OB(c2ccn[nH]2)OC1(C)C


The following is a quantum chemistry calculation of one molecule with the formula C5H8N2 in a non-equilibrium geometry, from the Open Molecules 2025 dataset.

Each atom is followed by the atoms it is bonded to, with distances in Å.
CARTESIAN COORDINATES (ANGSTROEM)
1 N 1.991 -0.676 -0.226  C2 1.453, H8 1.016, H9 1.015
2 C 0.849 -0.017 0.385  N1 1.453, C3 1.488, C5 1.521, H10 1.094
3 C 1.131 1.385 0.795  C2 1.488, N4 1.157
4 N 1.396 2.467 1.107  C3 1.157
5 C -0.355 -0.093 -0.541  C2 1.521, C6 1.498, C7 1.506, H11 1.089
6 C -1.667 0.508 -0.139  C5 1.498, C7 1.503, H12 1.087, H13 1.088
7 C -1.511 -0.987 -0.178  C5 1.506, C6 1.503, H14 1.084, H15 1.089
8 H 2.781 -0.722 0.411  N1 1.016
9 H 2.292 -0.155 -1.044  N1 1.015
10 H 0.628 -0.555 1.312  C2 1.094
11 H -0.085 -0.057 -1.595  C5 1.089
12 H -1.728 0.985 0.836  C6 1.087
13 H -2.252 1.000 -0.912  C6 1.088
14 H -2.006 -1.538 -0.970  C7 1.084
15 H -1.464 -1.544 0.757  C7 1.089

Calculated values
Orbital gap = 11.28 eV
Net charge = 0
Max |F| = 1.009 eV/Å
SMILES string = N#C[C@H](N)C1CC1


The following is a quantum chemistry calculation of one molecule with the formula C16H16ClNO2S, from the Open Molecules 2025 dataset.

Each atom is followed by the atoms it is bonded to, with distances in Å.
CARTESIAN COORDINATES (ANGSTROEM)
1 O 0.869 1.101 -2.014  C2 1.235
2 C 0.585 0.022 -1.485  O1 1.235, N3 1.343, C26 1.482
3 N 1.557 -0.796 -1.047  C2 1.343, H4 1.006, C5 1.444
4 H 1.331 -1.665 -0.592  N3 1.006
5 C 2.952 -0.426 -1.089  N3 1.444, C6 1.526, H24 1.094, H25 1.098
6 C 3.694 -0.848 0.176  C5 1.526, C7 1.525, H22 1.092, H23 1.093
7 C 3.196 -0.184 1.454  C6 1.525, H8 1.086, H9 1.090, S10 1.833
8 H 3.084 0.890 1.337  C7 1.086
9 H 3.900 -0.376 2.264  C7 1.090
10 S 1.614 -0.886 2.059  C7 1.833, C11 1.775
11 C 0.321 0.276 1.702  S10 1.775, C12 1.385, C16 1.393
12 C 0.494 1.522 1.123  C11 1.385, C13 1.385, H21 1.079
13 C -0.609 2.329 0.894  C12 1.385, C14 1.382, H20 1.079
14 C -1.878 1.903 1.237  C13 1.382, C15 1.386, H19 1.079
15 C -2.048 0.659 1.824  C14 1.386, C16 1.379, H18 1.079
16 C -0.957 -0.152 2.056  C11 1.393, C15 1.379, H17 1.080
17 H -1.078 -1.124 2.510  C16 1.080
18 H -3.034 0.315 2.097  C15 1.079
19 H -2.731 2.536 1.046  C14 1.079
20 H -0.465 3.294 0.434  C13 1.079
21 H 1.468 1.885 0.836  C12 1.079
22 H 4.749 -0.593 0.046  C6 1.092
23 H 3.627 -1.933 0.292  C6 1.093
24 H 2.992 0.658 -1.228  C5 1.094
25 H 3.432 -0.895 -1.957  C5 1.098
26 C -0.820 -0.413 -1.303  C2 1.482, C27 1.396, C31 1.412
27 C -1.171 -1.648 -0.758  C26 1.396, C28 1.378, H37 1.079
28 C -2.495 -1.980 -0.566  C27 1.378, C29 1.389, Cl36 1.731
29 C -3.511 -1.099 -0.914  C28 1.389, C30 1.374, H35 1.078
30 C -3.183 0.119 -1.460  C29 1.374, C31 1.400, H34 1.078
31 C -1.848 0.485 -1.664  C26 1.412, C30 1.400, O32 1.332
32 O -1.607 1.683 -2.194  C31 1.332, H33 0.995
33 H -0.620 1.778 -2.272  O32 0.995
34 H -3.946 0.825 -1.743  C30 1.078
35 H -4.543 -1.373 -0.757  C29 1.078
36 Cl -2.894 -3.515 0.129  C28 1.731
37 H -0.425 -2.373 -0.472  C27 1.079

Calculated values
Orbital gap = 8.67 eV
Net charge = 0
Max |F| = 0.521 eV/Å
SMILES string = O=C(NCCCSc1ccccc1)c1cc(Cl)ccc1O


The following is a quantum chemistry calculation of one molecule with the formula C5H7N3 in a non-equilibrium geometry, from the Open Molecules 2025 dataset.

Each atom is followed by the atoms it is bonded to, with distances in Å.
CARTESIAN COORDINATES (ANGSTROEM)
1 C 0.648 -1.274 0.989  H6 1.118, H7 1.329, H8 1.233, N13 1.417
2 C 1.225 1.172 -0.467  C3 1.393, H10 1.255, N14 1.407
3 C 0.130 1.340 0.377  C2 1.393, C4 1.357, H11 1.226
4 C -1.103 0.847 0.655  C3 1.357, C5 1.510, H12 1.173
5 C -1.991 -0.157 -0.040  C4 1.510, N15 1.221
6 H 0.985 -0.481 1.701  C1 1.118
7 H -0.559 -1.743 1.286  C1 1.329
8 H 1.438 -2.167 1.304  C1 1.233
9 H 1.629 -1.869 -0.462  N13 0.985
10 H 1.908 2.221 -0.383  C2 1.255
11 H 0.042 2.502 0.757  C3 1.226
12 H -1.730 1.447 1.444  C4 1.173
13 N 1.177 -1.009 -0.299  C1 1.417, H9 0.985, N14 1.331
14 N 1.877 -0.017 -0.844  C2 1.407, N13 1.331
15 N -2.649 -0.614 -0.961  C5 1.221

Calculated values
Orbital gap = 7.66 eV
Net charge = 0
Max |F| = 6.677 eV/Å
SMILES string = CN/N=C\C=C/C#N


The following is a quantum chemistry calculation of a 7-piece molecular cluster, FH12O6 overall, from the Open Molecules 2025 dataset.

Each atom is followed by the atoms it is bonded to, with distances in Å.
CARTESIAN COORDINATES (ANGSTROEM)
1 F 0.020 0.019 -0.215  no bonds
2 O -0.014 2.711 -0.853  H3 0.984, H4 0.962
3 H -0.163 1.765 -0.625  O2 0.984
4 H -0.543 3.201 -0.217  O2 0.962
5 O -2.139 -1.641 -0.824  H6 0.976, H7 0.960
6 H -1.471 -0.930 -0.784  O5 0.976
7 H -1.677 -2.419 -0.502  O5 0.960
8 O -2.235 0.814 1.335  H9 0.974, H10 0.961
9 H -1.412 0.428 0.986  O8 0.974
10 H -2.484 1.463 0.671  O8 0.961
11 O 2.046 0.095 -2.068  H12 0.986, H13 0.961
12 H 1.263 0.049 -1.470  O11 0.986
13 H 2.722 -0.396 -1.593  O11 0.961
14 O 1.446 0.950 1.975  H15 0.962, H16 0.982
15 H 1.887 0.105 2.102  O14 0.962
16 H 0.836 0.773 1.227  O14 0.982
17 O 0.804 -2.394 0.639  H18 0.961, H19 0.989
18 H 0.703 -3.035 -0.070  O17 0.961
19 H 0.412 -1.557 0.287  O17 0.989

Calculated values
Orbital gap = 10.94 eV
Net charge = -1
Max |F| = 0.441 eV/Å


Short version: relative energy (zero: lowest compared OMol25 entry of this formula, charge and spin) = 2.5247 0.0000 1.3136 0.0000 7.4703 0.1278 eV, in the order given.